{"formula": "C41H65F6NO27", "method": "wB97M-V/def2-TZVPD", "elements": ["C", "C", "O", "C", "O", "O", "F", "H", "H", "H", "C", "C", "O", "C", "O", "O", "F", "H", "H", "H", "C", "C", "O", "C", "O", "O", "F", "H", "H", "H", "C", "C", "O", "C", "O", "O", "F", "H", "H", "H", "C", "C", "O", "C", "O", "O", "F", "H", "H", "H", "C", "C", "O", "C", "O", "O", "F", "H", "H", "H", "C", "O", "C", "C", "O", "C", "C", "O", "C", "H", "H", "H", "H", "H", "H", "H", "H", "H", "H", "H", "H", "H", "H", "C", "O", "C", "C", "O", "C", "C", "O", "C", "H", "H", "H", "H", "H", "H", "H", "H", "H", "H", "H", "H", "H", "H", "C", "O", "C", "C", "O", "C", "C", "O", "C", "H", "H", "H", "H", "H", "H", "H", "H", "H", "H", "H", "H", "H", "H", "N", "C", "C", "C", "C", "C", "H", "H", "H", "H", "H"], "xyz": [[1.0388, -4.8802, 5.3172], [0.6087, -3.6119, 4.5092], [1.7533, -3.2290, 3.7621], [2.8210, -3.8669, 4.3041], [3.9315, -3.5786, 3.9116], [2.4706, -4.7283, 5.2316], [0.3706, -2.5526, 5.4786], [0.7450, -5.8520, 4.9330], [0.7045, -4.8186, 6.3676], [-0.3026, -3.6880, 3.9460], [0.1902, 4.1566, -1.0407], [-1.3623, 4.1175, -1.1944], [-1.8279, 5.1497, -0.3758], [-0.6923, 5.7235, 0.3461], [-0.8208, 6.5013, 1.2812], [0.4039, 5.1940, -0.0587], [-1.8473, 2.9203, -0.5938], [0.8046, 4.5190, -1.8788], [0.5713, 3.2144, -0.7483], [-1.8573, 4.1125, -2.1741], [-0.5649, -6.4461, -0.1283], [-0.6578, -5.0318, 0.4568], [0.4317, -4.9346, 1.3225], [0.7506, -6.1831, 1.7218], [1.3312, -6.4391, 2.6974], [0.1624, -7.0842, 0.9034], [-1.8220, -5.0580, 1.2815], [-0.0823, -6.5615, -1.0991], [-1.5266, -6.9069, -0.2639], [-0.7945, -4.1018, -0.1414], [6.2572, -2.0278, 3.0568], [5.4977, -0.7372, 3.6573], [4.4770, -0.5309, 2.7237], [4.5212, -1.4841, 1.6886], [3.6114, -1.4700, 0.8674], [5.5032, -2.3163, 1.8628], [6.4390, 0.2464, 3.4947], [6.3578, -2.8646, 3.6822], [7.2034, -1.6007, 2.8139], [5.0418, -0.8235, 4.6274], [-3.6994, -0.7336, -0.2514], [-5.0473, -0.5323, -0.8748], [-5.4347, -1.7523, -1.3597], [-4.3046, -2.4995, -1.6018], [-4.2055, -3.4973, -2.2116], [-3.2259, -1.9091, -0.9332], [-4.9669, 0.2396, -2.0144], [-3.8643, -0.9534, 0.7711], [-3.0677, 0.1678, -0.4488], [-5.9343, -0.2163, -0.3342], [0.6251, -0.1383, 2.4006], [0.4438, -1.3307, 1.4281], [0.9312, -0.8570, 0.2178], [1.2512, 0.4996, 0.3286], [1.7747, 1.1289, -0.5278], [0.8495, 0.9682, 1.5457], [-0.9079, -1.5871, 1.2596], [1.4818, -0.2137, 3.0430], [-0.2730, -0.0427, 2.9544], [1.0175, -2.2518, 1.6662], [3.2896, -7.0702, -0.5689], [2.6393, -5.9018, -0.0361], [3.2748, -4.7017, -0.4235], [2.8734, -3.9961, -1.6787], [1.6121, -3.4619, -1.5855], [1.2811, -2.5944, -2.6472], [-0.2746, -2.4927, -2.7045], [-0.7828, -1.4813, -3.4910], [-0.5956, -1.6016, -4.8971], [4.3899, -7.1343, -0.2792], [3.2515, -7.0379, -1.6449], [2.7699, -7.9486, -0.2028], [4.3726, -4.9245, -0.5076], [3.1026, -3.9910, 0.3885], [2.8049, -4.8155, -2.4453], [3.6784, -3.3303, -1.8995], [1.6709, -2.8651, -3.6470], [1.6899, -1.6264, -2.4313], [-0.4899, -2.3468, -1.6352], [-0.6767, -3.4869, -2.9172], [-1.1058, -0.7845, -5.3888], [-0.8983, -2.6356, -5.3206], [0.4416, -1.4667, -5.1365], [5.5147, 2.9596, -1.1169], [5.1469, 4.1373, -1.6347], [4.1187, 4.7118, -0.9317], [3.6501, 5.9620, -1.5148], [2.7250, 5.6085, -2.4953], [2.5706, 6.7518, -3.3883], [1.1997, 6.6417, -4.0478], [0.1503, 6.4939, -3.1032], [-0.0242, 7.5863, -2.2533], [4.6997, 2.1835, -1.2374], [5.6900, 3.0621, -0.0094], [6.4136, 2.6026, -1.5860], [4.4218, 4.9147, 0.0636], [3.3398, 3.9913, -0.8603], [4.4650, 6.5381, -1.9824], [3.0835, 6.5456, -0.7497], [3.3507, 6.5727, -4.0725], [2.7987, 7.6780, -2.9126], [1.2064, 5.7401, -4.6764], [0.9244, 7.5379, -4.6870], [0.1459, 8.5217, -2.8210], [0.5887, 7.4373, -1.3165], [-1.0594, 7.5300, -1.9109], [-2.1678, 3.6763, 3.3666], [-3.0382, 2.7312, 3.8777], [-3.1038, 1.6632, 2.9354], [-4.1789, 0.6985, 3.3600], [-5.3988, 1.1360, 2.7048], [-6.5453, 0.5623, 3.1841], [-6.7323, -0.9889, 3.0641], [-6.9141, -1.3208, 1.6862], [-7.1987, -2.6965, 1.3721], [-1.1684, 3.3465, 3.6111], [-2.4158, 4.6151, 3.8372], [-2.2206, 3.8452, 2.2747], [-2.1124, 1.1784, 2.9622], [-3.3068, 2.0706, 1.9729], [-4.2302, 0.6395, 4.4223], [-3.8099, -0.2594, 3.0418], [-7.3906, 1.0641, 2.6981], [-6.6342, 0.8024, 4.2804], [-7.6154, -1.1767, 3.6980], [-5.8995, -1.5196, 3.4862], [-6.2831, -2.9908, 0.8928], [-8.0491, -2.7060, 0.6565], [-7.3198, -3.3151, 2.3339], [0.0618, 3.3260, -4.9222], [-1.1816, 3.6881, -5.1209], [-2.2941, 3.0669, -4.6016], [-2.1067, 2.0020, -3.7275], [-0.7968, 1.5764, -3.5150], [0.2271, 2.2201, -4.1661], [-1.3062, 4.5187, -5.8395], [-3.2715, 3.5043, -4.8134], [-2.9217, 1.4668, -3.3720], [-0.6705, 0.7052, -2.8948], [1.2700, 1.9211, -4.0081]], "smiles": "O=C1OC[C@@H](F)O1.O=C1OC[C@@H](F)O1.O=C1OC[C@@H](F)O1.O=C1OC[C@@H](F)O1.O=C1OC[C@@H](F)O1.O=C1OC[C@@H](F)O1.COCCOCCOC.COCCOCCOC.COCCOCCOC.c1ccncc1", "lumo_energy_ha": 0.0128, "homo_lumo_gap_ev": 9.8, "total_charge": 0, "e_homo_ev": -9.4}